No. 1
ORCA calculation (the ωB97M-V functional and the def2-TZVPD basis) on a cluster of 10 separate species, C20H40Br20 in total.

CARTESIAN COORDINATES (ANGSTROEM)
Br -2.696 -2.732 -0.106
C -2.938 -4.258 1.102
C -3.105 -5.564 0.407
Br -4.674 -5.563 -0.772
H -3.692 -4.018 1.847
H -1.994 -4.290 1.653
H -3.172 -6.426 1.064
H -2.239 -5.730 -0.234
Br -5.400 0.259 -1.778
C -3.954 -0.669 -2.723
C -4.409 -2.042 -3.045
Br -2.873 -2.957 -3.894
H -3.064 -0.609 -2.110
H -3.810 -0.103 -3.640
H -5.245 -2.148 -3.729
H -4.613 -2.721 -2.221
Br -2.462 -1.480 3.834
C -3.984 -0.536 3.027
C -3.494 0.584 2.132
Br -5.053 1.691 1.575
H -4.639 -0.141 3.801
H -4.619 -1.220 2.465
H -3.042 0.169 1.235
H -2.752 1.194 2.640
Br 0.118 4.576 -2.319
C 2.009 4.945 -2.265
C 2.720 3.633 -2.162
Br 4.682 3.737 -2.293
H 2.334 5.592 -1.449
H 2.238 5.468 -3.190
H 2.365 2.956 -2.943
H 2.548 3.052 -1.258
Br -2.228 7.528 4.035
C -1.654 6.484 2.465
C -0.645 5.469 2.941
Br -0.488 3.999 1.659
H -1.317 7.241 1.765
H -2.577 6.041 2.109
H -1.064 5.025 3.841
H 0.347 5.847 3.158
Br 0.377 0.461 2.445
C 0.782 -0.103 0.619
C 0.050 0.821 -0.299
Br 0.506 0.420 -2.172
H 0.637 -1.174 0.621
H 1.856 0.075 0.558
H 0.340 1.864 -0.227
H -1.024 0.756 -0.129
Br 1.817 3.380 7.662
C 1.965 2.756 5.798
C 1.871 1.251 5.752
Br 3.307 0.322 6.709
H 2.879 3.182 5.392
H 1.140 3.202 5.245
H 1.859 1.001 4.691
H 0.894 1.015 6.169
Br 4.231 1.093 1.684
C 5.836 1.553 0.621
C 6.503 2.739 1.288
Br 7.995 3.323 0.181
H 5.495 1.798 -0.377
H 6.508 0.703 0.654
H 6.796 2.516 2.309
H 5.856 3.612 1.302
Br -0.729 -4.863 -6.298
C 0.789 -3.640 -6.031
C 0.295 -2.275 -5.581
Br 1.910 -1.156 -5.437
H 1.291 -3.590 -6.995
H 1.491 -4.151 -5.381
H -0.058 -2.368 -4.559
H -0.459 -1.913 -6.270
Br 1.239 -4.187 -0.305
C 0.736 -5.756 -1.337
C 0.619 -5.423 -2.824
Br 0.561 -7.143 -3.740
H -0.225 -6.064 -0.938
H 1.458 -6.553 -1.206
H 1.465 -4.846 -3.179
H -0.321 -4.921 -3.039

Cartesian forces, eV/Å:
Br -0.0981 -0.3375 0.3617
C 0.7348 0.3930 0.9352
C 0.0445 -0.0215 -1.0744
Br 0.2269 -0.1785 0.2663
H -0.2984 0.0848 -0.3666
H -0.0187 -0.0010 -0.0735
H -0.2743 0.2063 0.2648
H -0.2129 -0.0056 -0.1466
Br 0.1851 -0.1137 -0.0315
C -0.6760 0.6934 -0.2369
C 0.3905 -1.5880 -0.0879
Br -0.2204 0.0354 -0.2124
H 0.0116 -0.1449 0.0902
H 0.1541 0.0337 0.0822
H 0.1198 0.4822 -0.1917
H 0.0087 0.4855 0.3601
Br -0.6304 0.1235 -0.2239
C -0.6275 0.3517 -0.1394
C -0.1240 -0.2262 -0.0109
Br 0.8116 -0.3805 0.4305
H 0.4377 -0.0351 0.3440
H 0.4071 -0.3154 -0.0643
H -0.1208 0.1262 -0.1566
H -0.2503 0.3325 -0.0499
Br -0.1712 0.1621 0.2837
C 0.9495 0.3733 0.1141
C 0.0177 -1.4527 -0.4622
Br -0.4886 0.2668 -0.0471
H -0.6598 0.0493 0.1194
H 0.0413 -0.1672 -0.0691
H 0.3951 0.1961 -0.1948
H -0.1080 0.5448 0.3055
Br 0.1158 0.0042 -0.0903
C -0.2679 0.5847 0.3401
C -0.6085 -0.2709 0.1407
Br 0.1001 0.2847 0.0605
H 0.2686 -0.2574 -0.1421
H 0.1399 -0.2177 -0.0865
H 0.2265 -0.1956 -0.0070
H -0.0055 0.1589 -0.1827
Br -0.0520 -0.0588 0.1191
C 1.3736 0.6136 0.7115
C -0.4881 -0.2335 -0.5696
Br -0.2687 -0.2384 0.2635
H -0.6454 -0.0172 -0.5479
H -0.0515 -0.0950 -0.1907
H 0.1738 -0.0617 0.4342
H -0.0202 -0.0701 -0.4288
Br -0.0210 0.0991 -0.4747
C 0.3428 0.3590 0.5555
C -0.2985 0.7004 -0.2820
Br -0.5941 0.2844 -0.5108
H 0.1318 -0.2263 0.1736
H -0.1459 -0.1341 0.1402
H 0.3694 -0.5043 0.1846
H 0.2582 -0.5765 0.2160
Br 0.3451 0.0804 -0.2596
C 0.0641 0.2851 0.6401
C -0.6158 0.3291 -0.2646
Br 0.1423 -0.2094 0.2101
H 0.0053 -0.1574 -0.0439
H -0.2244 -0.1786 -0.1787
H 0.4068 -0.0143 -0.1272
H -0.1538 -0.1253 0.0412
Br 0.1602 0.3561 0.0540
C 0.0213 -0.2288 -0.8422
C 0.9267 -1.2255 0.5841
Br -0.5310 0.0487 -0.2057
H -0.2052 0.1178 -0.0738
H -0.1902 0.2106 0.4197
H -0.3317 0.3467 -0.0859
H 0.1556 0.5054 0.0620
Br 0.0754 -0.0446 -0.0292
C -0.2048 0.1151 -0.5481
C -0.2787 -0.2876 0.6617
Br 0.0707 0.1075 -0.0613
H 0.0311 -0.1448 -0.0402
H 0.1866 0.2117 0.3319
H 0.0760 -0.1027 -0.0818
H 0.0783 0.1010 -0.1073

Results
SMILES = BrCCBr.BrCCBr.BrCCBr.BrCCBr.BrCCBr.BrCCBr.BrCCBr.BrCCBr.BrCCBr.BrCCBr
LUMO level = 0.14 eV
energy relative to the best compared isomer or geometry (same formula, charge and spin) = 98.4 kJ/mol
HOMO-LUMO gap = 10.159 eV
charge = 0
DFT total energy = -1422239.936 eV

Mulliken atomic charge list, values in e, 5 entries: 0.100 -0.720 -0.069 -0.162 0.393

No. 2
ORCA calculation (the ωB97M-V functional and the def2-TZVPD basis) on a cluster of 8 separate species, C20H40Br8N3O4 in total.

CARTESIAN COORDINATES (ANGSTROEM)
C 0.454 -0.104 -1.866
C -0.880 -0.756 -2.245
O -1.045 -1.493 -3.278
O -1.827 -0.623 -1.376
H 0.339 0.914 -1.492
H 1.128 0.034 -2.711
H 1.047 -0.676 -1.153
C -1.795 7.357 0.928
O -1.036 8.293 1.082
N -1.592 6.310 0.147
C -2.504 5.127 0.116
C -0.294 6.068 -0.473
H -2.751 7.257 1.465
H -3.518 5.390 0.417
H -2.191 4.202 0.600
H -2.414 4.684 -0.876
H -0.505 5.805 -1.510
H 0.296 6.982 -0.526
H 0.306 5.286 -0.008
C -0.823 -6.309 4.892
O 0.226 -6.612 5.465
N -0.932 -6.380 3.561
C -2.061 -5.813 2.825
C 0.164 -6.697 2.701
H -1.811 -6.062 5.312
H -1.875 -4.796 2.481
H -2.929 -5.713 3.477
H -2.298 -6.388 1.930
H 0.894 -7.239 3.302
H -0.189 -7.161 1.780
H 0.695 -5.752 2.585
C 0.889 0.776 5.300
C 1.248 2.184 6.001
C 2.595 2.686 5.570
C 3.021 3.935 6.219
N 3.324 4.958 6.776
H -0.167 0.646 5.538
H 1.545 -0.037 5.612
H 0.789 0.797 4.215
H 1.192 2.028 7.078
H 0.471 2.922 5.801
H 2.584 2.797 4.485
H 3.254 1.849 5.799
Br 3.284 -6.950 -8.441
C 2.366 -5.293 -7.732
C 3.077 -4.768 -6.491
Br 4.879 -4.039 -6.909
H 1.402 -5.725 -7.464
H 2.222 -4.677 -8.620
H 3.164 -5.617 -5.812
H 2.490 -4.019 -5.960
Br -5.965 2.003 4.969
C -6.623 0.412 4.061
C -8.116 0.147 4.416
Br -8.523 -0.382 6.290
H -5.924 -0.393 4.290
H -6.463 0.542 2.991
H -8.495 -0.715 3.867
H -8.694 1.005 4.073
Br -0.556 3.212 -7.453
C -2.283 2.325 -7.773
C -3.088 3.092 -8.869
Br -4.823 2.226 -9.129
H -2.830 2.178 -6.842
H -2.225 1.287 -8.100
H -2.574 3.001 -9.826
H -3.259 4.099 -8.489
Br 7.369 1.755 -0.832
C 8.389 0.124 -0.336
C 8.189 -1.057 -1.387
Br 9.336 -2.577 -0.929
H 8.169 -0.183 0.686
H 9.453 0.355 -0.381
H 8.500 -0.737 -2.381
H 7.130 -1.309 -1.432

Cartesian forces, eV/Å:
C 0.6990 0.5106 -0.8912
C -3.1378 -1.9381 0.6275
O 1.5192 1.4788 0.9028
O 1.8030 0.5575 -0.8361
H -0.4003 -0.1199 0.3885
H -0.0863 -0.2975 -0.4316
H -0.3998 -0.1878 0.2546
C -0.2833 0.4829 0.9175
O 0.0018 0.1833 0.0089
N 0.3494 -2.7544 -0.3496
C 0.7632 0.2204 -0.6917
C -0.1993 0.6578 -0.8813
H -0.2076 0.3225 0.0414
H 0.1522 -0.0135 -0.2667
H 0.4706 0.5095 1.3234
H -0.7971 0.7414 -0.6246
H 0.2142 -0.3286 -0.0640
H -0.1945 0.0122 0.3561
H -0.2673 -0.0825 0.2132
C 1.1894 -1.0197 -0.3215
O -1.2900 0.5746 0.2434
N -1.7430 0.2074 -1.3737
C -0.2291 0.4639 0.6036
C 1.2454 0.6647 1.2445
H 0.3094 0.1872 0.6964
H 0.3969 0.1139 -0.0750
H -0.0981 -0.3474 -0.0228
H -0.0500 -0.2609 0.2676
H -0.2025 -0.7253 -0.3801
H 0.3614 0.0472 0.1576
H 0.1159 0.1215 -1.0617
C -0.6880 2.0405 0.4680
C -1.2597 -1.4847 -0.5371
C 0.2671 -0.3174 -0.1098
C 1.4231 4.6399 2.6313
N -1.4783 -5.0746 -2.7747
H 0.1255 -0.7135 0.6275
H -0.2505 0.0598 0.0941
H 0.8007 0.3573 -0.1672
H 0.2604 -0.0525 0.0574
H -0.0637 -0.0737 -0.2830
H 0.2054 0.2288 -0.0123
H 0.6517 0.3852 -0.0075
Br -0.2475 0.7731 0.2675
C 0.1245 -1.0798 -0.1880
C -0.0277 -0.3417 -0.6399
Br -0.9277 -0.3298 0.3221
H 0.0152 0.2912 0.1998
H 0.3828 0.2806 0.4371
H 0.4983 0.1696 -0.0139
H 0.1577 0.2720 -0.3519
Br -0.0424 -0.1229 -0.1439
C -0.4206 -0.5197 0.4891
C 0.8403 -0.3854 -0.6300
Br 0.3864 0.6161 -0.8650
H -0.3545 -0.0403 0.5335
H -0.5395 0.3989 -0.0008
H 0.2778 0.0257 -0.0889
H -0.1257 0.0294 0.6889
Br -0.7699 -0.5445 -0.1954
C -1.1062 -0.4246 -0.7781
C 0.7160 -0.5887 1.4005
Br 0.1976 0.1312 0.1083
H 0.1331 0.8657 0.1497
H 1.0171 0.0829 -0.2262
H -0.1019 0.4644 0.2057
H -0.0755 0.0006 -0.6402
Br 0.4695 -0.9931 0.2537
C 0.6346 -1.1720 -1.2425
C -0.3293 1.6751 0.7838
Br -0.4855 0.4044 0.0311
H -0.4041 0.1443 -0.2454
H -0.1793 0.4356 0.0865
H 0.0376 0.0212 0.2138
H 0.2500 -0.5160 0.1172

Results
LUMO level = 1.75 eV
HOMO-LUMO gap = 5.873 eV
charge = -1
DFT total energy = -594388.682 eV

Mulliken atomic charge list, values in e, 5 entries: -0.718 0.542 -0.736 -0.746 0.183

No. 3
ORCA calculation (the ωB97M-V functional and the def2-TZVPD basis) on a cluster of 10 separate species, C20H40Cl20 in total.

CARTESIAN COORDINATES (ANGSTROEM)
Cl 12.931 -7.711 13.014
C 13.079 -9.489 12.898
C 11.999 -10.009 11.982
Cl 11.905 -9.188 10.420
H 12.826 -9.869 13.888
H 14.077 -9.745 12.544
H 10.976 -10.020 12.358
H 12.262 -11.026 11.688
Cl 8.045 -10.145 3.159
C 9.243 -9.039 2.396
C 8.794 -8.367 1.212
Cl 8.632 -9.525 -0.138
H 10.201 -9.535 2.234
H 9.464 -8.264 3.130
H 9.565 -7.618 1.033
H 7.898 -7.781 1.417
Cl 12.357 2.813 15.663
C 12.733 1.077 15.937
C 11.967 0.450 17.111
Cl 10.265 0.164 16.558
H 13.794 1.017 16.179
H 12.513 0.568 14.999
H 11.964 1.143 17.952
H 12.383 -0.435 17.594
Cl 14.038 6.420 6.524
C 14.482 4.914 7.332
C 16.022 4.502 7.204
Cl 16.442 3.926 5.573
H 14.024 3.963 7.059
H 14.208 5.122 8.366
H 16.237 3.668 7.872
H 16.746 5.291 7.406
Cl 13.777 -3.454 4.895
C 13.044 -2.216 6.062
C 12.660 -2.958 7.309
Cl 12.124 -1.694 8.492
H 12.158 -1.843 5.549
H 13.827 -1.490 6.282
H 13.494 -3.550 7.687
H 11.889 -3.726 7.235
Cl 12.118 1.309 -1.719
C 13.058 2.134 -0.480
C 12.398 3.391 0.066
Cl 12.538 4.756 -1.077
H 14.103 2.137 -0.790
H 13.124 1.451 0.367
H 12.925 3.661 0.981
H 11.354 3.400 0.380
Cl 5.381 -3.706 9.682
C 6.365 -3.322 11.135
C 7.287 -4.442 11.557
Cl 6.413 -5.786 12.461
H 5.561 -3.162 11.853
H 6.809 -2.378 10.822
H 8.071 -4.062 12.212
H 7.778 -4.817 10.660
Cl 5.909 -2.136 2.860
C 5.326 -1.246 1.351
C 3.852 -1.479 1.214
Cl 3.485 -3.248 1.042
H 5.784 -1.711 0.477
H 5.635 -0.202 1.404
H 3.373 -0.950 0.391
H 3.352 -1.072 2.093
Cl 20.081 -9.296 2.540
C 18.799 -8.837 1.332
C 18.201 -10.038 0.664
Cl 17.028 -9.604 -0.574
H 19.313 -8.189 0.622
H 18.195 -8.162 1.938
H 17.466 -10.506 1.319
H 18.852 -10.793 0.222
Cl 19.918 -4.824 11.501
C 21.105 -6.002 10.806
C 20.842 -6.024 9.342
Cl 19.181 -6.261 8.968
H 20.947 -6.918 11.376
H 22.153 -5.722 10.910
H 21.456 -6.848 8.979
H 21.319 -5.315 8.666

Cartesian forces, eV/Å:
Cl 0.2888 0.0786 0.2738
C -1.0084 0.5121 0.0267
C -0.0129 -0.9528 -0.7706
Cl 0.0776 0.3754 -0.5295
H 0.5737 -0.1224 0.0077
H -0.1602 0.0598 0.2009
H 0.3320 0.2267 0.4289
H -0.0956 -0.1644 0.3565
Cl 0.3841 0.1663 -0.2996
C 0.9546 -0.6458 2.4266
C -0.4450 1.0599 -1.1225
Cl -0.1584 0.5260 -0.0632
H -0.3049 -0.4863 -0.0043
H -0.1801 -0.0532 0.2638
H 0.1052 -0.1251 -0.7363
H -0.3580 -0.4379 -0.4639
Cl -0.0608 -0.3954 0.2342
C 0.2749 -0.5599 0.5765
C -0.5079 1.0450 -0.1403
Cl 0.4879 -0.1003 0.5361
H 0.0227 0.0876 -0.2551
H 0.1366 -0.0170 0.1991
H -0.4143 0.3343 -0.2175
H 0.0613 -0.3979 -0.9383
Cl -0.0205 -0.4424 -0.5621
C 2.2688 -0.9131 0.8198
C -0.8475 0.7992 0.2976
Cl -0.2408 -0.0286 -0.2028
H -0.9038 0.6478 -0.6557
H 0.4110 -0.3172 0.0904
H -0.2695 0.0905 0.0706
H -0.4047 0.1553 0.1409
Cl -0.3022 0.6435 0.5122
C 0.0653 -1.2908 -0.7416
C 0.1400 -0.3787 0.6382
Cl 0.1609 -0.5506 -0.1229
H 0.3726 0.3632 0.0936
H -0.3286 0.0428 -0.2605
H 0.2813 0.6145 0.3457
H -0.3936 0.5523 -0.4607
Cl -0.2182 -0.0598 -0.4104
C -0.4549 -0.8137 1.2787
C 0.9192 0.6307 0.0398
Cl 0.0463 0.1264 -0.0569
H -0.2198 1.0545 -0.3248
H -0.3807 -0.2057 0.1179
H 0.3119 0.1797 -0.1382
H -0.0013 -0.9094 -0.4998
Cl 0.0198 -0.4789 -0.3958
C -1.4019 0.0107 -0.0676
C 0.0592 0.0864 -0.1107
Cl 0.6034 0.9385 -0.8022
H 0.5406 0.2777 0.3694
H 0.5524 -0.2598 0.6085
H -0.2236 -0.0699 0.1787
H -0.1386 -0.5076 0.2216
Cl -0.0640 0.7996 -0.9234
C 0.3753 -1.0835 -0.0845
C -0.8417 0.2628 0.6263
Cl 0.0024 0.8646 0.0022
H 0.4677 -0.0053 0.2959
H -0.2600 -0.1110 0.2399
H 0.4584 -0.2069 -0.3502
H -0.1300 -0.5233 0.1921
Cl -0.1902 -0.2825 -0.3383
C 1.5576 0.9206 0.1891
C -1.5689 -0.6763 0.9429
Cl -0.2996 0.8179 -1.2016
H 0.0000 -0.1958 -0.1432
H -0.7599 -0.5978 -0.4279
H 0.8992 -0.4507 0.6195
H 0.3619 0.4658 0.3625
Cl 0.8564 0.1969 0.6708
C -0.2361 1.1846 0.3700
C 1.7533 -1.6393 -1.0129
Cl -1.0465 -0.3753 -0.7978
H -0.1697 -0.1174 -0.5945
H -0.1535 0.4664 0.5451
H -0.4562 -0.9350 -0.0177
H -0.5510 1.2199 0.8352

Results
SMILES = ClCCCl.ClCCCl.ClCCCl.ClCCCl.ClCCCl.ClCCCl.ClCCCl.ClCCCl.ClCCCl.ClCCCl
LUMO level = 0.06 eV
energy relative to the best compared isomer or geometry (same formula, charge and spin) = 380.9 kJ/mol
HOMO-LUMO gap = 10.676 eV
charge = 0
DFT total energy = -271836.606 eV

Mulliken atomic charge list, values in e, 5 entries: -0.182 -0.322 -0.490 -0.169 0.265